Molecular formula: C3H3N
Method: DFT, the ωB97M-V functional and the def2-TZVPD basis

Geometry as XYZ:
```
7
Properties=species:S:1:pos:R:3:forces:R:3:nbo_charge:R:1
C -2.497 -0.454 0.176 -0.6 -0.2 0.1 -0.0775
C -0.958 1.569 -0.182 0.0 -1.5 0.2 0.3023
C 0.978 0.221 0.359 5.3 -3.0 1.5 -0.0848
N -0.098 0.755 0.043 -3.2 3.7 -1.4 -0.5168
H -3.573 -0.203 0.458 0.6 0.2 -0.2 -0.0080
H 1.341 0.119 1.385 -0.8 0.3 0.1 0.1889
H 1.753 -0.228 -0.294 -1.2 0.5 -0.4 0.1958
```
Forces are in eV/Å.

HOMO-LUMO gap (spin up / spin down) = 0.311 / 0.267 Eh
Highest occupied orbital energy (spin up / spin down) = -8.59 / -8.83 eV
ΔE to the lowest compared entry with this formula, charge and spin = 817.2 kJ/mol
Net charge = 0
Spin multiplicity = 1

---

Molecular formula: C5H5O2
Method: DFT, the ωB97M-V functional and the def2-TZVPD basis

Geometry as XYZ:
```
12
Properties=species:S:1:pos:R:3:forces:R:3:nbo_charge:R:1
C -0.639 0.733 1.345 2.8 1.8 -2.2 -0.6227
C -0.848 0.751 -0.158 -2.3 2.0 1.5 -0.4825
C -0.159 0.155 -1.116 0.6 -2.2 -0.1 0.4622
O -0.338 -0.022 -2.314 -0.2 0.6 -1.7 -0.7349
C 1.257 -0.646 -0.677 0.2 3.3 -1.4 -0.6836
C 1.208 -1.881 -0.421 -0.8 -0.3 1.0 0.6351
O 0.925 -2.922 0.041 0.3 -1.3 -0.1 -0.5689
H -1.562 0.581 1.781 -1.9 0.2 1.5 0.1882
H -0.103 1.713 1.526 -1.1 -0.6 0.9 0.1751
H 0.058 0.012 1.719 0.3 -0.8 -0.1 0.2046
H -1.688 1.510 -0.448 1.5 -1.6 0.1 0.1675
H 1.889 0.018 -1.277 0.5 -1.1 0.6 0.2600
```
Forces are in eV/Å.

SMILES string = C/C=C(/[O-])C=C=O
HOMO-LUMO gap = 0.246 Eh
Highest occupied orbital energy = -2.61 eV
ΔE to the lowest compared entry with this formula, charge and spin = 241.1 kJ/mol
Net charge = -1
Spin multiplicity = 1

---

Molecular formula: C3H10O
Method: DFT, the ωB97M-V functional and the def2-TZVPD basis

Geometry as XYZ:
```
14
Properties=species:S:1:pos:R:3:forces:R:3:nbo_charge:R:1
C -1.590 1.437 1.624 -1.9 0.5 2.3 -0.6504
C -2.208 0.084 1.215 2.3 -0.8 -1.6 -0.0730
O -3.011 -0.310 2.277 -2.5 -1.5 -0.4 -0.7241
H -0.807 1.380 2.557 -1.6 0.1 -2.9 0.2284
H -1.392 1.975 0.692 1.0 0.2 0.6 0.2186
H -2.521 1.997 2.110 1.9 -0.9 -1.0 0.2145
H -1.397 -0.691 0.999 -0.5 0.7 0.8 0.1463
H -2.646 0.040 0.155 -0.3 0.9 1.6 0.1640
H -3.819 -0.796 1.940 1.6 0.8 0.7 0.4758
C 5.946 -1.083 -4.385 0.0 2.0 0.1 -0.8933
H 6.672 -1.955 -4.124 -1.6 1.3 -1.4 0.2302
H 5.682 -0.720 -3.312 0.3 -0.2 -2.0 0.2152
H 4.908 -1.229 -4.970 2.7 -0.4 1.4 0.2298
H 6.518 -0.152 -4.987 -1.4 -2.7 1.8 0.2181
```
Forces are in eV/Å.

SMILES string = CCO.C
HOMO-LUMO gap = 0.403 Eh
Highest occupied orbital energy = -10.04 eV
ΔE to the lowest compared entry with this formula, charge and spin = 204.2 kJ/mol
Net charge = 0
Spin multiplicity = 1

---

Molecular formula: C4H9ClN2
Method: DFT, the ωB97M-V functional and the def2-TZVPD basis

Geometry as XYZ:
```
16
Properties=species:S:1:pos:R:3:forces:R:3:nbo_charge:R:1
C -1.271 1.481 -0.121 0.6 0.0 -0.2 0.3333
C 1.240 -1.382 -0.720 3.6 0.5 0.7 -0.6437
C 1.530 -0.556 1.639 0.6 1.6 4.0 -0.4295
C 1.197 -0.343 0.404 -0.7 -1.2 -2.3 -0.1848
N -1.564 0.536 0.657 -1.1 1.6 -1.4 -0.5553
N -1.695 1.812 -1.298 -1.6 0.6 -2.5 -0.8071
Cl -3.093 -0.679 0.339 0.8 0.2 0.3 -0.1965
H 1.578 -2.402 -0.399 -0.4 1.0 -0.1 0.2144
H 0.430 -1.464 -1.370 -1.8 0.1 -0.6 0.2220
H 2.065 -0.963 -1.393 -0.8 -0.8 0.6 0.2121
H 1.899 -1.456 2.122 -0.2 -0.3 -0.7 0.2017
H -0.844 0.507 1.338 -0.1 -1.7 1.7 0.4447
H 1.507 0.277 2.461 -0.1 -1.2 -1.9 0.1908
H 0.838 0.613 0.058 0.3 0.3 0.2 0.2050
H -1.290 2.514 -1.896 0.7 0.3 0.9 0.4010
H -2.527 1.506 -1.823 0.1 -0.8 1.1 0.3919
```
Forces are in eV/Å.

HOMO-LUMO gap (spin up / spin down) = 0.309 / 0.308 Eh
Highest occupied orbital energy (spin up / spin down) = -8.64 / -8.64 eV
ΔE to the lowest compared entry with this formula, charge and spin = 313.9 kJ/mol
Net charge = 0
Spin multiplicity = 1

---

Molecular formula: C8H36BN16O8
Method: DFT, the ωB97M-V functional and the def2-TZVPD basis

Geometry as XYZ:
```
69
Properties=species:S:1:pos:R:3:forces:R:3:nbo_charge:R:1
B -0.115 0.408 0.032 -0.4 0.3 -0.5 -0.7986
H 0.894 0.050 -0.377 1.7 -0.4 -0.2 -0.0251
H -0.870 -0.444 -0.098 -1.3 -1.2 -0.2 -0.0024
H -0.052 0.808 1.086 -0.2 0.0 1.5 -0.0434
H -0.455 1.332 -0.562 -0.7 1.2 -1.2 -0.0500
C -2.344 -4.590 -1.383 0.2 2.5 1.5 0.7702
O -3.384 -4.132 -0.926 -0.1 -0.8 -0.9 -0.6523
N -1.136 -4.101 -0.935 1.4 -1.0 -0.5 -0.8632
N -2.209 -5.426 -2.446 -0.7 -0.7 -0.3 -0.8357
H -1.001 -3.351 -0.269 -1.0 -0.4 0.1 0.4255
H -0.371 -4.759 -0.948 0.1 0.2 -0.2 0.3603
H -3.060 -5.846 -2.784 0.1 -0.1 0.1 0.3958
H -1.363 -5.957 -2.539 0.0 0.0 -0.2 0.3817
C 1.192 1.101 3.920 0.3 0.6 0.0 0.7726
O 0.137 0.641 4.327 0.5 -0.1 0.0 -0.6622
N 2.377 1.088 4.637 -1.1 -0.6 0.6 -0.8725
N 1.341 1.732 2.726 -0.9 -0.3 0.4 -0.8640
H 2.274 0.760 5.582 0.5 0.1 0.0 0.4021
H 3.229 1.451 4.266 0.2 0.0 0.2 0.3830
H 0.600 1.516 2.051 0.9 0.6 0.2 0.4279
H 2.222 2.153 2.523 0.0 0.1 -0.7 0.3855
C -0.260 -2.872 2.101 0.0 -0.8 0.9 0.7702
O 0.110 -3.829 2.785 -0.9 0.3 -0.4 -0.6859
N -1.527 -2.639 1.591 1.2 -0.4 0.4 -0.8651
N 0.614 -1.915 1.737 0.7 0.9 -0.9 -0.8791
H -2.300 -3.186 1.926 -0.1 0.1 -0.1 0.4194
H -1.631 -1.685 1.299 -0.9 0.2 0.1 0.4106
H 1.459 -1.806 2.269 0.0 -0.2 0.0 0.4010
H 0.370 -1.191 1.060 0.2 -0.4 0.8 0.4294
C -2.283 4.484 0.485 1.2 0.2 -0.4 0.7823
O -3.203 5.030 1.067 0.6 0.1 -0.2 -0.6517
N -0.978 4.970 0.359 -0.9 1.0 0.7 -0.8705
N -2.385 3.312 -0.168 -1.4 -1.2 -0.6 -0.8518
H -0.780 5.836 0.829 0.1 -0.1 0.1 0.3950
H -0.210 4.422 0.021 -0.1 -0.2 0.1 0.3867
H -3.304 2.927 -0.330 0.0 0.0 0.4 0.4164
H -1.672 2.891 -0.731 0.4 0.3 0.2 0.3837
C 3.630 -1.734 -1.566 -0.1 1.4 -0.3 0.7668
O 3.480 -0.755 -2.298 -0.2 -0.9 0.3 -0.6706
N 2.640 -2.287 -0.807 0.4 0.6 -0.9 -0.8531
N 4.849 -2.295 -1.346 0.0 -0.2 0.2 -0.8453
H 2.873 -3.068 -0.229 -0.8 -0.1 0.3 0.3904
H 1.741 -1.852 -0.934 -0.2 -0.5 0.5 0.4296
H 5.581 -2.083 -1.998 0.1 -0.2 0.1 0.4100
H 4.818 -3.132 -0.796 0.8 -0.2 -0.2 0.3730
C -0.370 0.617 -3.861 0.5 -1.7 -1.4 0.7683
O -0.337 0.238 -5.041 -0.4 0.9 0.5 -0.7039
N 0.562 0.170 -2.990 -0.1 0.1 -0.1 -0.8624
N -1.336 1.408 -3.334 0.4 -0.2 0.1 -0.8650
H 1.281 -0.385 -3.420 0.2 0.0 0.4 0.4225
H 0.454 0.256 -1.987 0.4 0.0 -0.5 0.4173
H -2.002 1.798 -3.972 -0.2 0.2 0.4 0.4116
H -1.210 1.568 -2.351 -0.7 0.6 -0.1 0.3908
C -4.041 0.340 1.053 -0.3 0.5 1.9 0.7680
O -5.086 0.008 1.617 0.5 0.1 -1.1 -0.6743
N -3.903 0.680 -0.258 -1.3 -0.4 -1.2 -0.8630
N -2.902 0.572 1.749 -0.2 -0.4 0.1 -0.8568
H -2.987 0.674 -0.674 0.1 -0.3 -0.1 0.3953
H -4.671 0.330 -0.816 0.4 0.0 -0.2 0.4006
H -3.004 0.587 2.749 0.6 -0.1 -0.1 0.4187
H -2.049 0.708 1.232 0.2 0.3 0.7 0.4159
C 3.157 2.549 -0.749 0.5 2.3 -0.7 0.7825
O 4.013 3.293 -1.224 -0.3 -0.3 0.5 -0.6700
N 3.430 1.643 0.228 -0.7 0.0 -0.6 -0.8844
N 1.834 2.682 -1.077 -0.8 -1.0 0.5 -0.8754
H 4.248 1.846 0.767 0.2 -0.8 -0.1 0.4090
H 2.771 0.881 0.252 0.5 -0.3 0.9 0.4163
H 1.446 3.540 -1.420 0.6 0.0 -0.5 0.3958
H 1.162 2.022 -0.682 0.4 0.5 -0.2 0.4159
```
Forces are in eV/Å.

HOMO-LUMO gap = 0.335 Eh
Highest occupied orbital energy = -6.95 eV
ΔE to the lowest compared entry with this formula, charge and spin = 22.7 kJ/mol
Net charge = -1
Spin multiplicity = 1

---

Molecular formula: C24H31N3O6S
Method: DFT, the ωB97M-V functional and the def2-TZVPD basis

Geometry as XYZ:
```
65
Properties=species:S:1:pos:R:3:forces:R:3:nbo_charge:R:1
C -5.062 -0.478 2.155 0.0 0.1 0.2 -0.2555
O -4.642 -1.287 1.083 0.2 -0.2 -0.2 -0.5234
C -3.323 -1.634 1.013 0.1 -0.1 0.0 0.3835
C -2.977 -2.509 -0.017 -0.2 0.1 0.1 -0.2853
C -1.671 -2.923 -0.170 0.0 0.1 0.1 -0.1780
C -0.679 -2.487 0.702 0.1 0.0 0.2 -0.0848
C 0.755 -2.886 0.498 0.1 -0.1 -0.1 -0.2370
N 1.352 -1.989 -0.475 -0.3 0.2 0.3 -0.6371
C 2.287 -2.374 -1.350 0.2 0.4 -0.3 0.6609
O 2.735 -3.501 -1.428 0.1 -0.3 -0.1 -0.6361
C 2.731 -1.272 -2.326 -0.1 -0.3 -0.3 -0.3147
N 2.884 0.045 -1.741 -0.1 -0.3 -0.3 -0.4332
C 4.057 0.275 -0.925 0.0 0.3 0.5 -0.2389
C 3.783 0.237 0.586 0.2 -0.4 0.0 0.0687
C 4.702 -0.676 1.406 -0.1 0.3 -0.1 -0.4133
C 4.616 -0.052 2.804 0.0 0.1 0.0 -0.4393
C 4.056 1.363 2.535 -0.1 0.1 0.4 -0.0712
O 4.013 1.528 1.133 0.1 0.1 -0.3 -0.5430
C 1.871 0.921 -1.876 0.2 0.1 -0.3 0.6983
O 0.870 0.662 -2.533 -0.1 0.1 -0.2 -0.6832
C 1.980 2.296 -1.219 0.1 -0.2 0.1 -0.3479
N 0.641 2.774 -0.929 -0.7 -0.2 0.4 -0.8146
S -0.072 1.849 0.301 -0.2 0.5 0.0 2.3038
O -0.099 2.636 1.495 -0.2 0.2 0.0 -0.9271
O 0.635 0.590 0.397 -0.1 0.1 0.0 -0.9957
C -1.737 1.551 -0.256 0.6 0.2 0.0 -0.3888
C -1.965 0.603 -1.234 0.0 -0.2 -0.2 -0.1075
C -3.265 0.352 -1.633 0.1 0.2 0.1 -0.2254
C -4.333 1.038 -1.063 0.1 0.1 0.0 0.0379
C -5.735 0.715 -1.468 0.0 0.0 0.0 -0.6417
C -4.073 1.999 -0.090 0.1 -0.1 0.0 -0.2394
C -2.776 2.256 0.320 0.0 0.2 0.2 -0.1648
C -1.029 -1.610 1.716 0.0 -0.3 -0.2 -0.1143
C -2.336 -1.183 1.879 -0.4 0.1 0.1 -0.3537
H -4.862 -0.957 3.119 0.0 0.0 0.0 0.1808
H -4.582 0.505 2.129 0.0 -0.1 0.0 0.1800
H -6.138 -0.358 2.030 0.1 0.0 0.0 0.1974
H -3.753 -2.853 -0.681 -0.1 -0.1 -0.1 0.2210
H -1.414 -3.599 -0.973 0.0 -0.1 -0.1 0.2162
H 1.303 -2.823 1.447 -0.1 -0.1 -0.1 0.1920
H 0.848 -3.902 0.107 0.0 0.1 0.1 0.2332
H 1.059 -1.022 -0.399 0.1 -0.1 -0.2 0.4402
H 1.962 -1.197 -3.102 0.2 -0.1 0.1 0.2599
H 3.670 -1.587 -2.788 -0.1 0.0 0.1 0.2207
H 4.785 -0.496 -1.185 0.0 0.1 0.0 0.2215
H 4.492 1.251 -1.161 0.1 -0.1 0.0 0.2249
H 2.736 -0.044 0.767 0.2 0.0 -0.1 0.2007
H 4.379 -1.714 1.377 0.0 -0.1 0.0 0.2227
H 5.720 -0.610 1.019 0.0 0.0 -0.1 0.2006
H 3.939 -0.612 3.447 0.0 0.0 0.0 0.2098
H 5.591 -0.011 3.286 0.0 0.0 0.0 0.2137
H 4.684 2.160 2.936 -0.1 0.0 0.0 0.1907
H 3.043 1.464 2.946 0.1 0.0 0.0 0.1750
H 2.534 2.276 -0.283 0.2 0.0 -0.2 0.2592
H 2.457 2.996 -1.912 0.0 -0.1 0.1 0.2359
H 0.068 2.675 -1.761 -0.1 0.0 -0.1 0.4086
H -1.132 0.080 -1.676 0.1 -0.1 -0.1 0.2517
H -3.455 -0.391 -2.393 0.0 -0.1 -0.1 0.2185
H -6.041 -0.210 -0.980 -0.1 -0.1 0.0 0.2368
H -5.803 0.565 -2.543 -0.1 0.0 -0.1 0.2221
H -6.422 1.504 -1.174 -0.1 0.0 0.0 0.2155
H -4.893 2.547 0.351 -0.1 0.1 0.0 0.2167
H -2.548 2.984 1.082 -0.1 0.1 0.1 0.2447
H -0.271 -1.245 2.392 0.1 0.0 0.1 0.2087
H -2.565 -0.497 2.679 -0.1 0.1 0.1 0.2224
```
Forces are in eV/Å.

SMILES string = COc1ccc(CNC(=O)CN(C[C@H]2CCCO2)C(=O)CNS(=O)(=O)c2ccc(C)cc2)cc1
HOMO-LUMO gap = 0.333 Eh
Highest occupied orbital energy = -8.43 eV
ΔE to the lowest compared entry with this formula, charge and spin = 192.3 kJ/mol
Net charge = 0
Spin multiplicity = 1

---

Molecular formula: C4H3LuO4
Method: DFT, the ωB97M-V functional and the def2-TZVPD basis

Geometry as XYZ:
```
12
Properties=species:S:1:pos:R:3:forces:R:3:nbo_charge:R:1
C -1.364 -0.825 0.154 -2.0 -0.2 0.6 -0.0920
C -0.025 -0.873 0.093 3.3 -0.1 -1.7 0.2264
H -1.894 -1.748 0.379 0.0 0.1 -0.1 0.2887
O 0.718 0.205 -0.255 -1.5 -1.2 0.6 -0.4285
C 2.021 -0.073 -0.675 0.7 0.5 0.6 0.5757
O 2.795 0.558 0.086 2.7 0.1 -0.2 -0.8775
Lu 5.143 0.734 0.193 -2.4 -0.2 -0.2 1.9012
O -1.681 1.569 0.243 0.8 0.0 -0.2 -0.6236
C -2.215 0.372 -0.009 -1.7 1.3 -0.8 0.6812
O -3.372 0.301 -0.372 1.5 -0.9 0.6 -0.3778
H -0.722 1.574 0.070 -0.5 0.2 0.3 0.4903
H 0.597 -1.794 0.093 -1.0 0.5 0.4 0.2359
```
Forces are in eV/Å.

HOMO-LUMO gap (spin up / spin down) = 0.208 / 0.233 Eh
Highest occupied orbital energy (spin up / spin down) = -16.94 / -17.32 eV
Net charge = +2
Spin multiplicity = 1